[1]
The following is a quantum chemistry calculation of a cluster of 9 separate species, C7H29NO8 in total at a distorted geometry, from the OMol25 dataset.

The highest occupied orbital energy is -8.01 eV. Its energy above the lowest of the compared OMol25 structures with the same formula, charge and spin is 66.40 kcal/mol. The value obtained for the LUMO energy is 0.3412 eV. The value obtained for the HOMO-LUMO gap is 8.35 eV. Its total energy is -940.6994 a.u. Its SMILES is C/C=C/C/C(C)=C/N.O.O.O.O.O.O.O.O.

Geometry as ORCA input:
```
! RIJCOSX wB97M-V def2-TZVPD def2/J DEFGRID3
* xyz 0 1
C 2.59330 -1.61295 -0.97559
C 1.32738 -1.45857 -0.16219
C 0.52523 -0.41211 -0.27733
C -0.83346 -0.17686 0.44663
C -1.21204 1.29661 0.35640
C -1.18503 2.13151 1.60102
C -1.32889 1.87559 -0.83713
N -1.28463 3.23283 -1.15292
H 2.83012 -2.62536 -1.29112
H 3.48404 -1.28096 -0.43873
H 2.60026 -1.05404 -1.89809
H 1.24939 -2.34396 0.51919
H 0.76823 0.13420 -1.21950
H -0.93318 -0.62057 1.40432
H -1.39496 -0.83018 -0.21455
H -1.20128 3.21014 1.43903
H -0.18113 1.99267 2.07529
H -1.85123 1.84817 2.45396
H -1.35016 1.21072 -1.72480
H -1.49432 3.97356 -0.48317
H -1.69070 3.46381 -2.06479
O -1.03554 0.40589 -3.39712
H -0.07776 0.47797 -3.46176
H -1.33091 -0.27742 -4.00617
O -1.23987 -3.07630 1.51288
H -0.69075 -2.34906 1.90380
H -2.01706 -3.21727 2.05858
O -0.06763 -0.39981 3.04891
H 0.86006 -0.53035 2.66102
H 0.13815 -0.85995 3.87586
O 2.45259 -0.91330 2.56018
H 2.76398 -0.23041 1.93466
H 2.85505 -1.74547 2.30465
O -3.76260 0.12111 -0.05717
H -3.04943 0.53787 0.51304
H -3.32717 -0.10094 -0.88789
O -1.00322 -3.46528 -1.66856
H -0.51398 -2.81409 -1.13860
H -1.03139 -4.21425 -1.06493
O 2.49900 1.52502 1.20616
H 1.57739 1.76899 1.36607
H 2.41020 1.27366 0.27611
O 1.61955 1.68422 -2.44039
H 0.69848 1.80295 -2.16620
H 1.83593 2.64196 -2.48902
*
```

[2]
The following is a quantum chemistry calculation of a cluster of 4 separate species, C16H29NO11 in total at a distorted geometry, from the OMol25 dataset.

The highest occupied orbital energy is -9.05 eV. Its energy above the lowest of the compared OMol25 structures with the same formula, charge and spin is 0.00 kcal/mol. The value obtained for the LUMO energy is 0.5404 eV. The value obtained for the HOMO-LUMO gap is 9.59 eV. Its total energy is -1509.3494 a.u. Its SMILES is C#CNCCOCCC=O.COC(=O)OC.COC(=O)OC.COC(=O)OC.

Geometry as ORCA input:
```
! RIJCOSX wB97M-V def2-TZVPD def2/J DEFGRID3
* xyz 0 1
C 1.42967 -0.75203 -1.31635
C 2.16660 -0.77943 -0.37382
N 2.65867 -0.99530 0.87105
C 2.30133 -2.34355 1.36397
C 1.61004 -2.27443 2.70700
O 2.60369 -2.16715 3.71839
C 2.19449 -1.33411 4.80262
C 2.69866 0.10194 4.58300
C 4.08749 0.13084 4.00422
O 4.96567 0.76205 4.52553
H 0.90645 -0.84422 -2.21340
H 3.65994 -0.86262 0.80080
H 3.14251 -3.02052 1.43983
H 1.58181 -2.74664 0.66745
H 0.88684 -1.46969 2.73080
H 1.09909 -3.23052 2.83014
H 2.61996 -1.76466 5.69865
H 1.11305 -1.33464 4.89270
H 2.71354 0.59821 5.54500
H 2.01063 0.64844 3.94854
H 4.30808 -0.40867 3.07946
C 2.79029 2.99672 0.30639
O 1.92076 3.00245 -0.82472
C 1.71552 4.19707 -1.37093
O 2.18524 5.24055 -1.00519
O 0.88471 4.02686 -2.40089
C 0.55795 5.22804 -3.10119
H 2.85895 1.96472 0.64100
H 3.78375 3.34909 0.03456
H 2.38135 3.60398 1.11202
H 1.45087 5.67844 -3.53009
H 0.05783 5.93462 -2.44126
H -0.11934 4.94920 -3.90405
C -2.82640 -1.19050 -6.89603
O -2.47487 0.13870 -6.51047
C -2.30767 0.30116 -5.19902
O -2.42588 -0.55441 -4.36175
O -1.98471 1.57284 -4.97704
C -1.77800 1.89052 -3.59901
H -2.93130 -1.18488 -7.97706
H -2.04262 -1.89207 -6.61657
H -3.77311 -1.48377 -6.44633
H -0.95664 1.30747 -3.18792
H -2.68787 1.72208 -3.02560
H -1.51965 2.94330 -3.54758
C -4.44059 -2.28571 4.21092
O -3.31914 -2.44346 3.34068
C -3.63564 -2.47821 2.04568
O -4.74219 -2.38972 1.58714
O -2.51085 -2.62732 1.35077
C -2.67213 -2.66818 -0.06539
H -4.05049 -2.27294 5.22462
H -4.95204 -1.34575 4.01257
H -5.13074 -3.12033 4.10385
H -3.09455 -1.73108 -0.42432
H -3.29387 -3.50332 -0.38321
H -1.67513 -2.78943 -0.48019
*
```